# 1
Entry from the Open Molecules 2025 dataset: a molecular structure, C25H35HgN3 in a non-equilibrium geometry (the ωB97M-V functional and the def2-TZVPD basis).

XYZ file:
```
64
Properties=species:S:1:pos:R:3:lowdin_charge:R:1
C -1.69360 -0.23393 -0.99658 -0.336
C -3.00000 1.86469 -4.40253 -0.350
H -1.72207 -1.25665 -1.34392 -0.069
H -2.40021 -0.10004 -0.16633 -0.019
H -0.67654 -0.04462 -0.65441 -0.018
H -2.08703 2.14792 -4.93147 -0.055
H -3.52204 1.07840 -4.97523 -0.046
H -3.64116 2.73285 -4.23855 -0.041
C 0.30887 -2.74368 -2.13801 -0.139
C 1.25500 -3.74302 -1.84381 -0.060
C 2.60716 -3.42554 -1.99869 -0.066
C 2.95487 -2.14071 -2.41584 -0.016
H -0.76091 -2.95760 -2.05099 0.095
H 0.90157 -4.71555 -1.51468 0.101
H 3.37613 -4.16750 -1.80877 0.104
H 3.99122 -1.83704 -2.52329 0.095
N 0.64487 -1.51321 -2.52365 0.113
C 1.93808 -1.19987 -2.70297 -0.202
C 2.24732 0.15293 -3.25390 -0.204
N 1.23506 1.02341 -3.36271 0.110
C 1.43535 2.23667 -3.87005 -0.136
C 3.77141 1.78809 -4.20520 -0.067
C 2.70222 2.68040 -4.29560 -0.055
H 0.56765 2.90203 -3.93055 0.089
H 2.80297 3.69288 -4.67310 0.100
C 3.54380 0.51456 -3.68695 -0.016
H 4.33643 -0.21587 -3.62005 0.092
H 4.76787 2.07822 -4.53516 0.107
Hg -2.25065 0.94901 -2.64510 1.116
C -1.04594 2.55496 -1.65330 -0.203
H -0.78923 3.33207 -2.37513 -0.019
H -0.13007 2.11224 -1.25956 -0.013
H -1.64060 2.99408 -0.83445 -0.005
C 1.13470 0.80932 5.76967 -0.057
C 0.49300 1.01576 4.42168 -0.270
C 0.42588 2.30491 3.88041 -0.003
C -0.20539 2.54100 2.65109 -0.267
C -0.27309 3.92967 2.09163 -0.050
C -0.78614 1.47561 1.98686 0.041
C -0.74669 0.11418 2.47402 -0.256
C -0.04947 -0.05940 3.72771 0.024
N -1.33571 -0.83541 1.75967 0.147
C -1.52821 -2.25412 2.11618 -0.626
C -0.20918 -3.00271 2.16752 -0.036
C -2.28371 -2.39214 3.42957 -0.044
C -2.38109 -2.90981 1.03930 -0.062
H 1.92097 1.55388 5.93793 0.076
H 0.40213 0.91504 6.58335 0.086
H 1.57252 -0.19284 5.84703 0.078
H 0.86456 3.14068 4.42610 0.120
H -1.16965 4.46264 2.42760 0.088
H 0.58783 4.51639 2.41728 0.077
H -0.29354 3.92152 0.99893 0.062
H -1.31099 1.64533 1.04430 0.089
H 0.04046 -1.06707 4.14573 0.091
H 0.46292 -2.59680 2.92366 0.067
H -0.40011 -4.05406 2.39985 0.089
H 0.29727 -2.94868 1.19880 0.079
H -3.23813 -1.85753 3.36494 0.093
H -2.48739 -3.45029 3.61708 0.086
H -1.72475 -1.99021 4.27720 0.066
H -3.32581 -2.37989 0.88927 0.090
H -1.86649 -2.96089 0.07616 0.053
H -2.61449 -3.93464 1.34002 0.083
```

Computed properties:
LUMO level (spin up / spin down) = -0.49 / -0.89 eV

---

# 2
Entry from the Open Molecules 2025 dataset: a molecular structure, C25H35N2O10PReSi in a non-equilibrium geometry (the ωB97M-V functional and the def2-TZVPD basis).

XYZ file:
```
75
Properties=species:S:1:pos:R:3:mulliken_spin:R:1
Re 3.99088 -17.38344 1.45523 2.620
C 4.86734 -22.04064 0.74667 0.002
O 4.54252 -20.88438 1.54395 -0.016
C 5.17209 -20.78988 2.84835 -0.005
C 4.60858 -19.62503 3.63633 0.025
O 4.98456 -18.37438 3.02933 0.082
C 5.89063 -17.72362 3.92211 -0.012
C 6.71114 -16.78252 3.11192 0.020
O 5.73802 -15.97528 2.34640 0.024
C 6.21886 -14.77078 1.75258 0.000
H 5.41531 -22.71067 1.40800 0.001
H 3.92247 -22.47950 0.43402 0.000
H 5.50154 -21.76709 -0.09470 0.000
H 5.02889 -21.68860 3.48106 0.000
H 6.30480 -20.67215 2.74287 0.001
H 3.51928 -19.70787 3.59196 -0.008
H 4.88029 -19.53123 4.68972 0.001
H 5.33529 -17.18783 4.72647 0.001
H 6.50947 -18.53527 4.36777 -0.004
H 7.29118 -16.06643 3.73263 -0.002
H 7.43551 -17.31323 2.47387 -0.001
H 6.87658 -14.94176 0.93112 0.001
H 5.33956 -14.22632 1.47648 -0.002
H 6.82057 -14.18922 2.50011 0.000
O 6.41424 -15.69370 -3.92314 0.009
C 5.92621 -15.99049 -2.80379 -0.003
C 4.71455 -15.40930 -2.13508 -0.004
O 3.94324 -14.48103 -2.41612 0.005
C 4.55666 -16.28983 -0.97169 0.001
C 5.51186 -17.20913 -0.81852 0.074
O 5.53602 -18.02197 0.27802 0.096
C 6.51719 -17.14431 -1.84918 0.001
O 7.62770 -17.64269 -1.84817 0.006
O 3.63986 -16.12387 -0.05950 0.068
N 2.16043 -13.72009 -0.62180 0.001
C 1.48507 -14.62420 0.34199 -0.010
P 2.13918 -14.72970 2.04853 0.022
O 2.81401 -13.38849 2.35271 0.002
O 3.03098 -15.98630 2.36734 0.095
C 0.75753 -14.94485 3.15789 0.006
N 0.57512 -13.72379 4.01941 0.001
H 2.48335 -12.82339 -0.15276 0.000
H 1.56450 -13.48978 -1.40968 0.000
H 3.08560 -14.14440 -1.08266 -0.003
H 1.51539 -15.61945 -0.14048 0.003
H 0.39788 -14.25501 0.29860 0.000
H 0.97765 -15.79121 3.79069 -0.002
H -0.26667 -15.13963 2.74375 -0.001
H -0.14692 -13.11651 3.57404 0.000
H 1.42653 -13.20282 4.27857 0.000
H 0.18382 -13.97685 4.96758 0.000
C -1.34853 -18.15041 -1.86931 -0.001
C -1.58694 -18.13827 -0.51361 0.002
C -0.51929 -18.17524 0.41711 0.016
C 0.79177 -18.18520 -0.08036 0.004
C 1.03115 -18.03571 -1.40464 -0.013
C -0.06219 -18.04757 -2.27044 0.002
Si 2.22833 -18.95232 0.95315 -0.159
C 1.31239 -20.06666 2.24915 0.012
C 0.86734 -19.46498 3.46769 0.024
C 0.33996 -20.37019 4.41296 0.002
C 0.06607 -21.69479 4.07832 -0.001
C 0.45917 -22.22869 2.86629 0.002
C 1.09898 -21.41191 1.93693 -0.006
H -2.12393 -18.36039 -2.64006 0.000
H -2.55137 -18.15609 -0.11291 0.000
H -0.81180 -18.37312 1.47201 0.001
H 2.06400 -17.99727 -1.79110 0.000
H 0.16807 -17.99419 -3.35665 0.000
H 2.58433 -20.06487 -0.07579 0.025
H 0.97473 -18.41050 3.70050 -0.007
H 0.02939 -19.93547 5.36797 0.000
H -0.37081 -22.27708 4.92226 0.000
H 0.26579 -23.29319 2.59034 0.000
H 1.40443 -21.81115 0.95667 -0.001
```

Computed properties:
Expectation value of S² = 3.767
LUMO level (spin up / spin down) = -6.04 / -6.47 eV
2S+1 = 4
Net charge = +2

---

# 3
Entry from the Open Molecules 2025 dataset: a gas-phase ion, C25H35N2O3 (charge +1) (the ωB97M-V functional and the def2-TZVPD basis).

XYZ file:
```
65
Properties=species:S:1:pos:R:3:lowdin_charge:R:1
C 1.60555 6.02909 1.42344 -0.111
H 1.41958 5.50376 2.35735 0.073
C 1.52011 5.07088 0.24224 -0.272
C 2.54739 3.94643 0.35563 -0.207
C 2.45754 2.98915 -0.83122 -0.176
N 3.42664 1.91523 -0.72739 0.081
C 3.07851 0.63357 -0.57249 -0.452
O 1.92013 0.25085 -0.55312 0.053
C 4.25403 -0.34606 -0.43036 -0.216
H 5.19432 0.20316 -0.51738 0.144
C 4.20067 -1.41885 -1.52594 -0.098
C 2.97971 -2.31210 -1.35692 -0.113
N 2.98907 -2.96857 -0.02863 -0.074
H 3.86653 -3.49521 0.04981 0.194
C 2.98488 -1.94539 1.04363 -0.111
C 4.20750 -1.04549 0.93462 -0.098
H 4.16523 -0.30640 1.73510 0.137
H 5.12287 -1.62898 1.07002 0.128
H 2.96771 -2.44882 2.01137 0.144
H 2.07582 -1.35077 0.92549 0.122
C 1.85486 -3.94383 0.12157 -0.057
C 0.51667 -3.26568 0.05842 -0.240
C -0.14517 -3.08843 -1.14590 -0.045
C -1.35282 -2.41443 -1.18048 0.012
C -1.93853 -1.89542 -0.03085 -0.173
C -1.29044 -2.10771 1.20976 -0.177
C -0.07785 -2.78602 1.21937 0.038
H 0.38067 -2.93656 2.18429 0.132
O -1.70343 -1.70665 2.43290 -0.054
C -2.98551 -1.14810 2.64974 -0.053
H -3.77793 -1.81916 2.31539 0.098
H -3.05277 -1.01695 3.72907 0.098
H -3.09725 -0.18195 2.15600 0.097
O -3.09562 -1.19724 -0.02976 -0.045
C -3.77445 -0.94419 -1.25372 -0.135
C -4.98360 -0.11192 -0.91732 -0.204
C -6.06110 -0.69369 -0.26151 -0.037
C -7.16421 0.06734 0.08011 -0.073
C -7.20029 1.41599 -0.23297 -0.080
C -6.12842 2.00145 -0.88418 -0.076
C -5.02154 1.24142 -1.22096 -0.037
H -4.18530 1.70204 -1.72728 0.112
H -6.15262 3.05243 -1.12992 0.105
H -8.06295 2.00913 0.02958 0.106
H -7.99833 -0.39269 0.58792 0.106
H -6.03311 -1.74626 -0.02025 0.118
H -3.11572 -0.40243 -1.94402 0.132
H -4.07945 -1.89412 -1.71370 0.140
H -1.84245 -2.28800 -2.13163 0.111
H 0.26336 -3.47955 -2.06500 0.118
H 1.94767 -4.68050 -0.67923 0.141
H 1.97893 -4.44675 1.08272 0.141
H 2.96163 -3.08126 -2.13073 0.144
H 2.07146 -1.70721 -1.41630 0.119
H 4.15223 -0.94903 -2.50860 0.137
H 5.11665 -2.01570 -1.48808 0.128
H 4.39686 2.18888 -0.70566 0.148
H 1.47193 2.52166 -0.86987 0.123
H 2.62991 3.53251 -1.76510 0.130
H 2.37673 3.38978 1.27971 0.119
H 3.55092 4.37690 0.40152 0.115
H 0.51861 4.63908 0.19518 0.111
H 1.68911 5.62138 -0.68534 0.111
H 2.59110 6.48569 1.47660 0.073
H 0.86769 6.82027 1.32320 0.072
```

Computed properties:
LUMO level = -2.45 eV
Net charge = +1
SMILES = CCCCNC(=O)[C@H]1CC[N@@H+](Cc2ccc(OCc3ccccc3)c(OC)c2)CC1

---

# 4
Entry from the Open Molecules 2025 dataset: a molecular structure, C25H35N2W in a non-equilibrium geometry (the ωB97M-V functional and the def2-TZVPD basis).

XYZ file:
```
63
Properties=species:S:1:pos:R:3:mulliken_spin:R:1
C -1.13964 1.63984 -1.55076 0.065
C -0.78225 0.36274 -2.10327 0.153
C 0.66270 0.25059 -2.06930 0.282
C 1.18426 1.47067 -1.50423 0.015
C 0.06581 2.31047 -1.14468 -0.129
W -0.05780 0.43464 -0.06622 1.900
C 2.90607 0.08726 2.80422 0.060
C 1.63632 0.64765 2.49628 -0.093
H 0.78935 0.40671 3.14857 -0.012
C 1.32302 1.49806 1.37136 0.065
H 2.19388 1.79895 0.80828 -0.001
H 0.72820 2.36503 1.57891 -0.004
C 2.59029 -1.29238 3.55440 -0.002
H 1.48920 -1.39847 3.59459 0.000
H 2.93560 -2.15262 2.95586 0.002
H 2.93775 -1.49290 4.56326 -0.001
C 3.54196 -0.36481 1.42920 0.022
H 2.75297 -0.29910 0.66746 0.020
H 4.38865 0.18105 0.99924 0.000
H 3.83613 -1.42266 1.41860 0.000
C -1.75794 -0.53611 -2.78435 -0.045
H -2.68932 -0.59227 -2.20383 0.002
H -2.02337 -0.13804 -3.77782 0.003
H -1.36415 -1.54874 -2.90449 -0.002
C 1.50191 -0.85867 -2.61143 -0.034
H 1.00840 -1.82056 -2.45546 -0.018
H 1.69744 -0.72689 -3.68823 0.008
H 2.47726 -0.89140 -2.10304 -0.005
C 2.61943 1.89654 -1.53738 -0.008
H 3.29580 1.03314 -1.51951 -0.004
H 2.85195 2.48443 -2.44033 0.002
H 2.86903 2.55125 -0.69571 0.000
C 0.13788 3.71894 -0.65648 -0.015
H 1.03423 3.88956 -0.04835 0.000
H 0.16303 4.45287 -1.47729 0.005
H -0.74473 3.95210 -0.04857 -0.002
C -2.49647 2.25955 -1.60086 -0.001
H -2.60391 3.03244 -0.83063 0.004
H -2.67781 2.74546 -2.57498 -0.001
H -3.28432 1.50913 -1.45757 -0.005
C -0.73452 -2.40189 -0.15228 -0.335
C 0.10938 -3.04427 0.89253 0.005
C -1.17710 -3.27397 -1.15692 0.105
C 1.20270 -3.67175 0.21149 -0.095
H 0.39627 -2.83569 1.93493 -0.011
C -0.40330 -4.42970 -1.37690 -0.094
H -2.06327 -3.15822 -1.78589 -0.003
C 0.85115 -4.55946 -0.79202 0.059
H 2.25917 -3.63870 0.49818 0.003
H -0.73841 -5.15347 -2.14028 -0.004
H 1.58427 -5.27130 -1.23064 0.001
C -3.31330 -0.75471 0.67129 0.024
C -2.83538 0.45498 1.34122 0.044
N -1.64672 1.05598 1.25657 0.052
C -1.71910 2.21567 2.06429 0.035
C -2.94927 2.27761 2.63458 0.003
N -3.64327 1.15757 2.17108 0.006
H -3.94554 -1.32537 1.36725 0.000
H -3.91251 -0.49428 -0.21802 -0.001
H -2.46651 -1.39143 0.37836 -0.018
H -0.89088 2.89342 2.21077 -0.001
H -3.37581 3.01178 3.29134 -0.001
H -4.58489 0.89374 2.39363 -0.001
```

Computed properties:
Expectation value of S² = 2.427
LUMO level (spin up / spin down) = -4.56 / -3.73 eV
2S+1 = 3
Net charge = +1

---

Computed energy relative to the best compared isomer or geometry (same formula, charge and spin), in the same sequence as the records: 47.1, 0.0, 26.1, 17.5 kcal per mole.